Record 1
C26H28Cl55N2O3PS | ωB97M-V/def2-TZVPD

Geometry (Å):
1 C -2.509 0.547 -4.271
2 N -3.117 -0.766 -4.411
3 C -4.056 -1.051 -3.312
4 C -3.207 -1.152 -2.054
5 C -3.390 -0.399 -0.957
6 S -4.697 0.806 -0.816
7 C -2.396 -0.625 0.171
8 O -2.700 -0.632 1.323
9 C -0.960 -0.837 -0.297
10 P 0.428 -0.018 0.664
11 N 0.865 1.273 -0.418
12 O 1.765 -1.025 0.713
13 C -0.785 -1.588 -1.400
14 Cl 0.761 -1.924 -2.134
15 C -2.056 -2.141 -2.050
16 O -2.146 -3.246 -2.474
17 H -3.229 1.352 -4.033
18 H -1.994 0.824 -5.197
19 H -1.736 0.573 -3.491
20 H -3.600 -0.829 -5.295
21 H -4.749 -0.197 -3.251
22 H -4.602 -1.973 -3.518
23 H -4.765 1.046 0.524
24 H 1.293 0.937 -1.276
25 H 1.470 1.934 0.050
26 H 2.360 -0.765 -0.013
27 C 0.232 3.061 -4.052
28 Cl 0.936 3.590 -5.582
29 Cl -1.513 3.325 -4.039
30 Cl 0.603 1.360 -3.750
31 H 0.667 3.650 -3.254
32 C -0.935 5.865 -0.950
33 Cl -0.266 6.463 -2.473
34 Cl -2.679 6.140 -0.878
35 Cl -0.572 4.149 -0.721
36 H -0.473 6.411 -0.142
37 C -6.353 5.317 0.165
38 Cl -5.808 6.058 -1.339
39 Cl -8.092 5.513 0.397
40 Cl -5.892 3.613 0.154
41 H -5.841 5.803 0.986
42 C 1.895 -1.045 -6.648
43 Cl 0.374 -0.235 -7.034
44 Cl 3.268 -0.013 -7.054
45 Cl 1.946 -1.510 -4.943
46 H 1.958 -1.945 -7.244
47 C 4.804 -2.137 -1.874
48 Cl 4.031 -3.511 -1.092
49 Cl 3.884 -0.656 -1.563
50 Cl 6.475 -1.957 -1.331
51 H 4.812 -2.309 -2.943
52 C 1.867 -7.050 -1.899
53 Cl 2.746 -8.116 -3.000
54 Cl 2.715 -6.919 -0.351
55 Cl 1.647 -5.455 -2.616
56 H 0.890 -7.484 -1.718
57 C -1.425 -10.243 -2.213
58 Cl -0.784 -8.673 -2.715
59 Cl -0.944 -10.606 -0.553
60 Cl -3.182 -10.279 -2.377
61 H -1.007 -11.002 -2.862
62 C -4.686 -1.745 4.075
63 Cl -4.745 -0.034 4.521
64 Cl -3.651 -2.640 5.190
65 Cl -6.314 -2.432 4.042
66 H -4.263 -1.819 3.081
67 C -0.579 -12.829 3.123
68 Cl 0.776 -13.438 4.075
69 Cl -0.142 -11.326 2.305
70 Cl -1.115 -14.039 1.954
71 H -1.400 -12.621 3.796
72 C 0.940 9.723 -0.592
73 Cl 1.759 8.963 -1.959
74 Cl 0.812 8.607 0.772
75 Cl 1.786 11.192 -0.098
76 H -0.060 9.997 -0.905
77 C 2.381 7.430 4.397
78 Cl 1.740 6.353 3.152
79 Cl 3.548 8.550 3.691
80 Cl 1.074 8.311 5.192
81 H 2.887 6.828 5.140
82 C 6.276 -8.213 -0.229
83 Cl 7.066 -8.672 -1.740
84 Cl 6.345 -9.535 0.940
85 Cl 7.006 -6.750 0.439
86 H 5.236 -8.003 -0.442
87 C -4.538 1.534 8.000
88 Cl -6.082 2.384 7.908
89 Cl -3.205 2.602 7.559
90 Cl -4.292 0.863 9.618
91 H -4.562 0.711 7.295
92 C 3.724 4.269 -8.529
93 Cl 3.792 6.022 -8.333
94 Cl 4.543 3.462 -7.190
95 Cl 2.049 3.722 -8.663
96 H 4.238 4.011 -9.446
97 C 5.900 10.903 0.008
98 Cl 5.311 10.255 1.541
99 Cl 7.658 11.063 0.030
100 Cl 5.381 9.886 -1.338
101 H 5.472 11.888 -0.129
102 C -7.277 -1.449 9.450
103 Cl -7.825 -2.863 10.355
104 Cl -6.932 -1.862 7.770
105 Cl -8.464 -0.147 9.531
106 H -6.359 -1.093 9.899
107 C 6.841 0.631 1.705
108 Cl 7.502 2.199 1.232
109 Cl 7.315 0.225 3.356
110 Cl 5.085 0.617 1.538
111 H 7.248 -0.122 1.041
112 C 0.525 -2.273 5.266
113 Cl 2.138 -1.600 5.518
114 Cl -0.286 -2.548 6.814
115 Cl -0.440 -1.214 4.238
116 H 0.630 -3.227 4.766

frontier orbital gap: 0.2862 hartree
highest occupied orbital energy: -8.818 eV

---

Record 2
C26H28ClF5LuN2O2 | ωB97M-V/def2-TZVPD

Geometry (Å):
1 Lu 0.760 0.505 0.036
2 Cl -1.318 -0.784 -0.274
3 N 1.176 -1.697 0.835
4 N -0.846 2.081 -0.683
5 C 2.201 -2.295 0.250
6 C -0.812 2.396 -1.966
7 C 0.636 -2.683 1.827
8 C 1.883 -3.518 2.101
9 C -0.422 -3.576 1.197
10 C 0.086 -1.988 3.057
11 H 0.033 -4.298 0.506
12 H -1.146 -2.962 0.652
13 H -0.942 -4.134 1.988
14 H 0.852 -1.336 3.487
15 H -0.185 -2.749 3.799
16 H -0.807 -1.403 2.813
17 C -2.075 2.695 -0.088
18 C -2.573 3.583 -1.227
19 C -1.715 3.476 1.164
20 C -3.138 1.666 0.246
21 H -3.380 1.063 -0.636
22 H -4.047 2.191 0.572
23 H -2.815 0.998 1.049
24 H -0.990 4.259 0.925
25 H -1.296 2.818 1.937
26 H -2.623 3.943 1.567
27 O -1.768 3.206 -2.386
28 H -2.414 4.652 -1.031
29 H -3.618 3.416 -1.515
30 O 2.685 -3.356 0.871
31 H 1.725 -4.596 2.231
32 H 2.464 -3.115 2.945
33 C 2.825 -1.824 -1.035
34 C 0.245 1.943 -2.945
35 C 0.491 0.443 -2.984
36 H 1.176 2.447 -2.604
37 H -0.017 2.349 -3.931
38 C 1.341 -0.109 -2.056
39 C 1.781 -1.405 -2.057
40 H 0.777 1.553 2.009
41 C 1.197 -2.289 -2.995
42 C 0.267 -1.781 -3.899
43 C 1.559 -3.744 -2.968
44 C -0.098 -0.435 -3.919
45 H -0.180 -2.456 -4.636
46 C -1.101 0.094 -4.898
47 H -1.431 -0.700 -5.580
48 H -0.677 0.906 -5.504
49 H -1.995 0.496 -4.396
50 H 2.647 -3.884 -2.913
51 H 1.192 -4.251 -3.871
52 H 1.121 -4.266 -2.100
53 H 3.506 -2.604 -1.396
54 H 3.435 -0.939 -0.753
55 F 1.566 3.753 0.484
56 C 2.172 3.280 1.622
57 C 1.820 2.014 2.119
58 C 2.818 1.411 2.904
59 F 2.878 0.037 2.968
60 C 3.859 2.126 3.486
61 F 4.649 1.557 4.422
62 C 4.007 3.478 3.146
63 F 4.837 4.268 3.858
64 C 3.191 4.055 2.170
65 F 3.344 5.351 1.828

frontier orbital gap (alpha / beta): 0.1189 / 0.1188 hartree
net charge: -1
highest occupied orbital energy (alpha / beta): -0.712 / -0.709 eV

---

no.,M (g mol⁻¹)
1,2429.5
2,705.9